[1]
Density functional theory data (ωB97M-V with the def2-TZVPD basis set) for one molecule with the formula C6H10FN.

Computed properties:
SMILES: C/N=C(\F)[C@@H]1C[C@H]1C
Spin multiplicity: 1
Energy relative to the best compared isomer or geometry (same formula, charge and spin) (kcal per mole): 32.67
Total energy (Ha): -389.162563

```
18
Properties=species:S:1:pos:R:3:forces:R:3
C -1.413 0.708 0.010 1.33 0.23 -0.39
C 0.749 -0.103 -1.239 -1.02 -0.54 -1.46
C 0.061 0.971 -0.250 -1.04 -0.10 -2.03
C 1.064 -0.048 0.181 0.64 -0.59 1.67
C 2.404 0.457 0.686 -1.30 0.68 -4.05
C -3.211 -0.888 0.020 0.82 0.26 -1.53
N -1.863 -0.424 -0.183 0.38 -0.70 0.61
F -2.150 1.789 0.426 0.32 -0.32 -0.09
H 0.199 -1.031 -1.753 0.98 2.51 1.56
H 1.470 0.413 -1.893 -0.34 -0.45 0.26
H 0.380 2.006 -0.543 -0.40 -1.07 0.83
H 0.670 -0.838 0.818 -0.30 0.05 -0.38
H 2.304 1.513 0.546 0.80 0.88 -0.46
H 3.219 0.038 0.117 0.38 -0.03 0.11
H 2.491 0.381 1.673 0.58 -0.95 4.15
H -3.181 -1.846 0.567 -0.36 0.73 0.04
H -3.472 -1.098 -1.033 -0.71 -0.26 0.55
H -3.805 -0.061 0.375 -0.77 -0.33 0.60
```
Positions in Å, forces in eV/Å.

These are the natural (NBO) partial charges, in e, on atoms 1 to 4: 0.65 -0.38 -0.32 -0.22

[2]
Density functional theory data (ωB97M-V with the def2-TZVPD basis set) for one molecule with the formula C4H8O2.

Computed properties:
SMILES: C[C@H](C=O)CO
Spin multiplicity: 1
Energy relative to the best compared isomer or geometry (same formula, charge and spin) (kcal per mole): 26.75
Total energy (Ha): -307.669809

```
14
Properties=species:S:1:pos:R:3:forces:R:3
C 0.762 0.302 1.410 0.06 0.04 0.05
C -0.315 0.080 0.356 0.02 0.00 0.04
C 0.133 0.584 -1.016 0.29 0.04 0.27
O -0.914 0.359 -1.941 0.02 0.07 -0.32
C -0.707 -1.380 0.239 0.13 -0.25 0.17
O -0.171 -2.274 0.853 -0.22 0.36 -0.24
H 0.490 -0.179 2.353 0.02 0.08 -0.14
H 0.915 1.371 1.594 -0.03 -0.15 -0.05
H 1.715 -0.133 1.089 -0.14 0.04 0.05
H -1.233 0.630 0.616 0.08 -0.09 -0.04
H 0.383 1.655 -0.945 -0.06 -0.17 -0.01
H 1.049 0.046 -1.308 -0.16 0.07 0.01
H -0.578 0.528 -2.828 -0.13 -0.01 0.12
H -1.531 -1.589 -0.471 0.09 -0.03 0.10
```
Positions in Å, forces in eV/Å.

These are the natural (NBO) partial charges, in e, on atoms 1 to 4: -0.61 -0.35 -0.05 -0.73

[3]
Density functional theory data (ωB97M-V with the def2-TZVPD basis set) for a 5-piece molecular cluster, C27H61ClN4O7 overall.

Computed properties:
Spin multiplicity: 1
Energy relative to the best compared isomer or geometry (same formula, charge and spin) (kcal per mole): 39.90
Total energy (Ha): -2270.814239

```
100
Properties=species:S:1:pos:R:3:forces:R:3
N 0.288 0.236 -0.409 0.27 -1.18 0.57
H 1.290 0.467 -0.464 -0.05 0.83 -0.43
H -0.190 0.242 -1.322 0.58 0.06 0.02
H -0.233 0.758 0.308 0.42 0.26 0.07
H 0.397 -0.734 -0.088 -0.36 -0.07 -0.11
Cl 3.759 0.364 -1.929 -1.44 -0.73 -3.06
O 3.389 1.019 -0.673 -0.02 -0.71 0.01
O 4.504 -0.856 -1.774 0.50 0.47 1.22
O 2.545 -0.034 -2.682 -0.03 0.56 1.38
O 4.446 1.294 -2.779 0.56 0.27 0.70
C -3.154 -0.644 -2.373 1.23 -0.36 -0.89
C -2.703 0.404 -3.425 -1.54 -0.15 -0.35
C -3.772 1.522 -3.345 1.55 0.74 0.54
C -3.364 2.801 -4.063 1.17 -0.26 -0.90
C -1.920 3.221 -3.679 -0.99 -0.13 1.81
C -0.810 2.131 -3.706 -1.59 1.46 -1.64
N -1.382 0.952 -3.055 -0.82 -0.36 0.73
O -0.472 -0.122 -2.976 -0.01 0.10 -0.67
C -0.390 1.880 -5.168 1.23 -1.60 0.45
C 0.373 2.681 -2.930 0.41 0.30 0.90
C -2.821 -0.277 -4.807 0.70 0.24 -0.44
H -2.849 -0.314 -1.382 -0.48 -0.02 0.18
H -2.654 -1.592 -2.589 0.23 0.05 0.23
H -4.205 -0.887 -2.519 -0.17 0.46 0.41
H -4.717 1.162 -3.745 -0.13 -0.13 0.45
H -3.759 1.778 -2.280 -0.82 -0.12 0.09
H -4.025 3.631 -3.818 -0.16 -0.08 -0.10
H -3.431 2.600 -5.137 -0.03 0.32 -0.12
H -2.037 3.503 -2.622 0.16 -0.26 0.24
H -1.610 4.193 -4.063 0.19 -0.38 -0.84
H 0.321 1.049 -5.034 0.62 0.39 -0.42
H -1.040 1.417 -5.911 -0.81 0.71 0.31
H 0.161 2.716 -5.591 -0.06 0.04 0.03
H 1.329 2.202 -3.144 -0.13 -0.19 0.04
H 0.509 3.761 -3.036 -0.11 -0.04 -0.78
H 0.177 2.656 -1.854 -0.06 -0.57 -0.01
H -3.112 0.430 -5.586 0.04 0.03 0.01
H -3.545 -1.091 -4.830 -0.08 0.06 0.26
H -1.868 -0.707 -5.126 -0.05 -0.11 0.01
H -0.243 -0.361 -3.889 0.33 -0.18 0.25
C -2.798 0.806 1.462 0.09 -0.98 0.43
C -2.031 1.797 2.316 -0.47 1.25 0.81
C -1.799 1.128 3.676 1.03 -0.28 -0.08
C -0.736 1.811 4.537 -0.44 1.46 -0.56
C 0.561 2.147 3.763 -0.53 -1.66 0.46
C 0.414 2.789 2.377 -1.05 -0.07 2.36
N -0.721 2.097 1.709 0.87 -0.37 -1.27
O -0.905 2.776 0.465 -0.46 -0.33 -0.04
C 0.107 4.281 2.596 1.02 1.22 0.05
C 1.724 2.594 1.641 0.49 -1.38 -0.81
C -2.881 3.068 2.591 -0.45 -0.55 0.16
H -2.131 -0.060 1.382 0.00 0.06 -0.88
H -3.248 1.156 0.535 0.51 0.09 -0.20
H -3.614 0.348 2.029 -0.15 0.50 0.24
H -2.739 1.104 4.226 -0.07 -0.17 -0.11
H -1.454 0.106 3.499 -0.23 -0.14 -0.05
H -0.526 1.178 5.396 0.13 0.15 0.09
H -1.188 2.745 4.884 0.14 -0.01 0.40
H 0.974 1.136 3.663 0.64 0.22 -0.36
H 1.242 2.750 4.362 0.02 -0.08 0.05
H 0.996 4.847 2.297 -0.22 0.07 -0.55
H -0.755 4.697 2.081 0.08 -0.13 -0.19
H 0.043 4.647 3.625 -0.44 -0.76 0.26
H 1.633 2.939 0.612 0.45 0.31 0.09
H 2.655 2.881 2.139 -0.54 1.42 0.17
H 2.083 1.554 1.587 -1.10 -0.38 -0.29
H -3.932 2.786 2.683 0.04 -0.22 0.09
H -2.914 3.829 1.809 0.37 0.10 0.09
H -2.590 3.461 3.562 0.04 0.57 -0.25
H -1.517 3.505 0.651 0.14 0.07 -0.15
C 0.231 -2.180 2.816 -0.36 0.91 -0.49
C 1.379 -3.094 2.416 1.52 -1.49 0.24
C 0.912 -4.576 2.733 -1.25 0.67 0.00
C 1.728 -5.712 2.216 2.15 0.13 -0.96
C 2.076 -5.552 0.723 -0.47 0.66 1.67
C 2.585 -4.133 0.380 -0.17 -0.24 -0.65
N 1.801 -3.038 1.000 -2.03 -1.31 -0.25
O 2.255 -1.796 0.564 0.13 0.23 0.86
C 4.103 -4.026 0.614 0.46 -0.10 -0.04
C 2.359 -4.071 -1.128 -0.10 1.32 -1.12
C 2.596 -2.808 3.323 0.14 0.45 -0.10
H 0.209 -2.144 3.906 -0.39 -0.22 0.01
H -0.742 -2.439 2.391 0.07 -0.68 0.24
H 0.274 -1.126 2.514 0.89 -0.02 -0.11
H 0.790 -4.700 3.813 0.09 0.37 0.08
H -0.107 -4.664 2.340 0.00 0.00 -0.15
H 1.345 -6.720 2.375 -0.43 0.22 0.27
H 2.724 -5.703 2.681 -0.18 -0.05 0.49
H 1.172 -5.768 0.155 0.22 -0.12 -0.34
H 2.904 -6.234 0.537 -0.27 -0.18 -0.58
H 4.465 -4.550 1.501 -0.15 -0.19 -0.03
H 4.576 -4.444 -0.275 0.21 -0.24 0.23
H 4.541 -3.027 0.671 -0.48 0.22 -0.06
H 2.963 -4.797 -1.672 0.20 0.02 0.18
H 1.339 -4.222 -1.491 -0.23 -0.23 0.69
H 2.582 -3.066 -1.501 0.46 -0.13 -0.05
H 3.404 -3.529 3.205 -0.27 -0.29 0.09
H 2.281 -2.758 4.365 0.19 -0.03 0.05
H 3.071 -1.856 3.065 -0.22 0.20 0.18
H 3.048 -1.622 1.100 0.12 0.38 -0.45
```
Positions in Å, forces in eV/Å.

These are the Löwdin partial charges, in e, on atoms 1 to 4: 0.32 0.08 0.08 0.08